1.
Entry from OMol25: C13H22B3Br24NO5 as an isolated structure (ωB97M-V/def2-TZVPD).

Calculated values
E_LUMO	-0.360	eV
total charge	0
multiplicity	1
frontier orbital gap	0.333	Ha

Atoms and positions in Å:
C: 2.765 -5.930 1.909
C: 2.450 -4.397 1.806
B: 1.848 -4.038 0.377
O: 1.997 -5.021 -0.602
C: 1.055 -2.695 -0.027
O: 1.862 -1.503 -0.190
C: 2.710 -1.274 0.842
O: 2.295 -0.985 1.945
B: 4.347 -1.362 0.550
N: 5.324 -1.076 1.571
O: 4.758 -1.784 -0.715
B: -0.248 -2.436 0.910
C: -1.215 -1.196 0.619
O: -0.567 -3.264 1.987
H: 1.825 -6.499 1.933
H: 3.418 -6.280 1.099
H: 3.311 -6.114 2.852
H: 1.824 -4.072 2.647
H: 3.445 -3.900 1.876
H: 2.085 -4.590 -1.466
H: 0.614 -2.902 -1.029
H: 4.984 -1.321 2.495
H: 5.633 -0.108 1.559
H: 4.777 -2.753 -0.675
H: -1.498 -0.790 1.608
H: -0.691 -0.418 0.044
H: -2.108 -1.579 0.098
H: -0.462 -2.749 2.801
C: 3.137 2.833 2.591
Br: 3.368 0.921 2.815
Br: 4.165 3.500 1.097
Br: 1.270 3.291 2.440
H: 3.515 3.323 3.479
C: -3.009 4.445 1.967
Br: -4.785 3.876 1.476
Br: -2.351 3.504 3.516
Br: -1.772 4.303 0.493
H: -3.074 5.492 2.232
C: -7.807 4.850 -0.928
Br: -7.876 3.071 -0.182
Br: -6.200 5.132 -1.956
Br: -9.391 5.259 -1.952
H: -7.779 5.542 -0.096
C: -0.781 -7.288 0.077
Br: -0.711 -6.741 1.925
Br: -0.055 -9.057 -0.172
Br: -2.564 -7.136 -0.646
H: -0.151 -6.605 -0.479
C: -2.756 7.813 -2.861
Br: -4.122 8.827 -1.949
Br: -1.052 7.942 -1.969
Br: -3.284 5.976 -3.121
H: -2.637 8.251 -3.842
C: -8.643 3.234 -5.267
Br: -8.707 1.462 -4.509
Br: -7.020 3.525 -6.270
Br: -10.213 3.619 -6.320
H: -8.635 3.931 -4.442
C: 0.107 3.298 -3.613
Br: -1.728 2.971 -4.109
Br: 0.721 5.016 -4.240
Br: 0.385 3.091 -1.716
H: 0.707 2.546 -4.108
C: 8.703 -2.527 2.734
Br: 8.764 -0.627 2.398
Br: 9.812 -3.019 4.234
Br: 6.896 -3.165 2.944
H: 9.113 -3.017 1.861

***

2.
Entry from OMol25: a 2-piece molecular cluster, C5H9NO overall (ωB97M-V/def2-TZVPD).

Calculated values
E_LUMO	0.862	eV
SMILES	C[C@@H]1CN1.C=C=O
total charge	0
relative energy (zero: lowest compared OMol25 entry of this formula, charge and spin)	78.6	kcal per mole
multiplicity	1
frontier orbital gap	0.378	Ha

Atoms and positions in Å:
C: 1.523 1.078 0.040
C: 0.788 0.428 -1.105
C: -0.136 -0.709 -0.886
N: 1.183 -0.933 -1.466
H: 1.763 0.331 0.805
H: 2.460 1.532 -0.300
H: 0.905 1.855 0.502
H: 0.526 1.097 -1.926
H: -1.033 -0.788 -1.503
H: -0.217 -1.123 0.112
H: 1.110 -1.096 -2.465
C: -1.787 -0.948 1.672
C: -1.461 0.305 1.493
O: -1.210 1.441 1.526
H: -2.001 -1.707 0.930
H: -2.414 -0.763 2.569

***

3.
Entry from OMol25: a 2-piece molecular cluster, C5H7Br overall (ωB97M-V/def2-TZVPD).

Calculated values
E_LUMO	-1.539	eV
total charge	0
relative energy (zero: lowest compared OMol25 entry of this formula, charge and spin)	133.8	kcal per mole
multiplicity	1
frontier orbital gap	0.278	Ha

Atoms and positions in Å:
C: -0.558 -3.094 0.179
C: 0.516 -2.645 -0.446
C: 0.795 1.235 -0.136
C: 0.134 0.065 -0.077
C: 0.183 2.585 0.009
Br: -1.710 0.028 0.235
H: -0.608 -4.172 0.452
H: -1.385 -2.607 0.369
H: 0.628 -1.428 -0.395
H: 1.845 1.015 -0.350
H: 0.822 3.250 0.528
H: -0.716 2.692 0.589
H: 0.053 3.077 -0.958

***

4.
Entry from OMol25: a 4-piece molecular cluster, C3H12O4S overall (ωB97M-V/def2-TZVPD).

Calculated values
E_LUMO	0.516	eV
SMILES	O=CCCS.O.O.O
total charge	0
relative energy (zero: lowest compared OMol25 entry of this formula, charge and spin)	9.6	kcal per mole
multiplicity	1
frontier orbital gap	0.367	Ha

Atoms and positions in Å:
O: 1.564 -1.153 -1.453
C: 0.914 -1.700 -0.589
C: 0.164 -0.956 0.467
C: -1.291 -1.450 0.532
S: -2.472 -0.373 1.333
H: 0.899 -2.807 -0.506
H: 0.142 0.129 0.398
H: 0.678 -1.240 1.393
H: -1.650 -1.512 -0.501
H: -1.367 -2.510 0.795
H: -1.759 0.025 2.396
O: 2.297 1.706 -1.057
H: 3.149 1.496 -0.668
H: 1.776 0.890 -1.053
O: -2.372 1.242 -1.917
H: -1.858 0.511 -1.546
H: -1.834 1.411 -2.705
O: 1.157 1.767 1.607
H: 1.422 2.405 0.930
H: 0.442 2.119 2.143